# 1
DFT (the ωB97M-V functional and the def2-TZVPD basis) results for a single C6H15NO molecule.

```
23
Properties=species:S:1:pos:R:3:forces:R:3
C 0.285 1.200 -1.867 -0.99 0.13 -0.75
O -0.641 2.287 -2.058 0.19 -0.41 0.44
C 0.696 1.015 -0.420 -0.50 -1.28 -0.05
C -0.440 0.163 0.264 -0.92 1.06 1.30
C -0.422 0.526 1.788 1.02 -0.62 -0.57
C -0.505 -1.348 -0.088 0.93 0.89 -0.71
C -0.821 -2.278 1.070 0.13 -0.87 -0.41
N 2.035 0.401 -0.429 0.07 -0.09 0.96
H -0.303 0.334 -2.186 0.32 -0.29 0.04
H 1.125 1.270 -2.559 0.19 0.20 0.26
H -0.184 2.932 -2.581 0.16 0.64 -0.28
H 0.704 1.950 0.135 0.29 0.26 -0.38
H -1.385 0.617 -0.028 -0.09 0.12 -0.63
H 0.514 0.121 2.176 0.04 0.08 0.48
H -0.390 1.609 1.907 -0.03 -0.01 -0.10
H -1.232 0.162 2.412 -0.17 -0.20 -0.23
H 0.453 -1.554 -0.582 0.16 -0.63 0.66
H -1.125 -1.564 -0.965 -0.65 0.44 0.45
H 0.078 -2.670 1.551 -0.06 0.26 0.16
H -1.345 -3.151 0.688 -0.01 -0.20 -0.05
H -1.485 -1.861 1.817 0.03 0.27 0.08
H 1.904 -0.596 -0.538 0.16 -0.18 -0.41
H 2.483 0.434 0.492 -0.27 0.41 -0.27
```
Positions in Å, forces in eV/Å.

## Properties
Largest force on an atom, eV/Å: 1.910
Structure (SMILES): CC[C@@H](C)[C@@H](N)CO
Energy relative to the best compared isomer or geometry (same formula, charge and spin), kcal/mol: 40.5
E, a.u.: -367.5667
HOMO-LUMO gap, Eh: 0.38265
E_LUMO, eV: 0.99

---

# 2
DFT (the ωB97M-V functional and the def2-TZVPD basis) results for a single C6H15NO molecule.

```
23
Properties=species:S:1:pos:R:3:forces:R:3
C -0.505 0.607 -0.038 2.09 -2.61 -1.61
C 0.991 -0.367 1.563 -0.59 -0.99 -2.89
C 0.159 -0.824 -1.041 -2.22 2.42 -0.89
C -2.002 0.735 -0.214 0.22 -0.29 -0.20
C 0.250 1.834 -0.521 -0.10 0.03 -0.02
C -0.617 -2.127 -0.893 0.26 0.18 0.18
N 2.109 0.533 1.518 0.22 0.29 0.10
O -0.247 0.253 1.272 -0.26 0.59 1.54
H 2.162 1.127 2.337 0.11 -0.12 0.00
H 2.993 0.061 1.369 -0.16 0.01 0.09
H 0.826 -0.819 2.549 0.09 -0.38 -0.42
H 1.059 -1.042 0.542 0.69 0.78 3.66
H 1.231 -0.974 -1.193 0.07 0.23 0.65
H -0.093 -0.375 -2.004 -0.27 -0.11 -0.29
H -2.247 0.775 -1.276 -0.05 0.02 0.00
H -2.366 1.651 0.256 0.10 0.00 0.03
H -2.511 -0.111 0.242 -0.04 -0.03 0.00
H -0.004 2.034 -1.561 -0.02 0.04 -0.05
H 1.323 1.705 -0.419 -0.04 -0.02 -0.06
H -0.038 2.703 0.077 -0.05 -0.03 -0.01
H -1.688 -1.959 -0.959 -0.13 0.09 -0.04
H -0.352 -2.837 -1.686 0.03 0.08 0.21
H -0.431 -2.585 0.078 0.03 -0.18 0.01
```
Positions in Å, forces in eV/Å.

## Properties
Largest force on an atom, eV/Å: 3.801
Structure (SMILES): CCC(C)(C)OCN
Energy relative to the best compared isomer or geometry (same formula, charge and spin), kcal/mol: 63.3
E, a.u.: -367.5305
HOMO-LUMO gap, Eh: 0.37248
E_LUMO, eV: 1.00

---

# 3
DFT (the ωB97M-V functional and the def2-TZVPD basis) results for a single C6H15NO molecule.

```
23
Properties=species:S:1:pos:R:3:forces:R:3
C 0.079 -0.406 0.010 -2.08 -0.08 0.41
C 1.911 1.458 0.292 -0.82 -0.56 0.27
C 0.423 0.968 0.589 2.04 0.53 -0.28
C -1.471 -0.686 0.392 0.89 -0.04 -0.65
C 0.293 -0.495 -1.503 0.06 0.14 0.00
C -2.516 0.174 -0.306 -0.08 0.06 -0.05
N 0.894 -1.434 0.653 0.33 -0.10 0.36
O 2.908 0.496 0.615 -0.30 -0.04 0.26
H 2.456 -0.349 0.809 0.19 0.21 -0.41
H 0.752 -1.426 1.665 -0.16 -0.20 -0.36
H 0.672 -2.359 0.285 0.07 0.30 0.24
H 2.033 1.740 -0.758 -0.20 -0.04 -0.08
H 2.112 2.355 0.887 -0.15 0.00 -0.02
H -0.244 1.746 0.205 -0.03 -0.19 0.03
H 0.324 0.946 1.681 -0.17 -0.09 -0.07
H -1.682 -1.735 0.146 0.16 0.03 0.01
H -1.603 -0.599 1.478 0.28 0.05 -0.08
H -0.094 -1.439 -1.902 -0.03 0.09 0.10
H -0.208 0.326 -2.024 -0.01 -0.12 0.09
H 1.356 -0.445 -1.764 -0.13 0.01 0.21
H -2.405 1.233 -0.059 -0.02 -0.06 -0.08
H -2.468 0.061 -1.394 0.01 0.06 0.12
H -3.522 -0.129 0.004 0.14 0.06 -0.03
```
Positions in Å, forces in eV/Å.

## Properties
Largest force on an atom, eV/Å: 2.126
Structure (SMILES): CC[C@](C)(N)CCO
Energy relative to the best compared isomer or geometry (same formula, charge and spin), kcal/mol: 19.6
E, a.u.: -367.6001
HOMO-LUMO gap, Eh: 0.37412
E_LUMO, eV: 0.90

---

# 4
DFT (the ωB97M-V functional and the def2-TZVPD basis) results for a single C6H15NO2 molecule.

```
24
Properties=species:S:1:pos:R:3:forces:R:3
C 2.669 -0.228 0.404 -0.51 0.20 0.83
C -0.024 -0.396 -0.118 -0.12 0.04 0.13
C -1.334 0.423 -0.090 0.05 -0.01 -0.11
C -0.133 -1.723 0.635 0.06 0.17 -0.07
C -2.517 -0.402 -0.608 0.13 0.05 0.08
C -1.219 1.717 -0.907 0.03 -0.13 0.11
N 1.095 0.384 0.452 0.67 -0.64 1.05
O 3.476 0.771 -0.135 -0.03 -0.07 -0.01
O 2.762 -0.447 1.691 0.66 -0.23 -0.54
H 1.400 0.176 1.576 -0.80 0.71 -1.68
H 3.924 1.176 0.621 -0.12 -0.10 0.03
H 1.118 1.338 0.104 -0.06 0.04 0.25
H 2.629 -1.059 -0.313 0.00 -0.01 0.01
H 0.225 -0.599 -1.168 -0.01 0.03 0.00
H -1.529 0.688 0.956 0.03 -0.02 -0.01
H 0.846 -2.182 0.759 0.02 -0.02 -0.02
H -0.542 -1.560 1.634 -0.03 0.01 0.02
H -0.777 -2.419 0.102 0.00 0.01 0.01
H -2.320 -0.769 -1.618 0.01 0.00 -0.02
H -0.958 1.497 -1.945 0.00 -0.01 -0.02
H -2.730 -1.258 0.030 0.01 -0.02 0.00
H -3.417 0.212 -0.647 0.02 0.00 0.00
H -2.170 2.251 -0.907 0.01 -0.02 0.00
H -0.474 2.408 -0.509 -0.01 0.01 -0.01
```
Positions in Å, forces in eV/Å.

## Properties
Largest force on an atom, eV/Å: 1.990
Structure (SMILES): CC(C)[C@H](C)[NH2+][C@H]([O-])O
Energy relative to the best compared isomer or geometry (same formula, charge and spin), kcal/mol: 49.2
E, a.u.: -442.8028
HOMO-LUMO gap, Eh: 0.37124
E_LUMO, eV: 0.83

---

- Which formula does entry 3 have?
  C6H15NO

---

- Among the records above, which one has the lowest largest force on an atom?
  number 1

---

- Among the records above, which one has the highest E_LUMO?
  number 2